Record 1
ORCA calculation (ωB97M-V/def2-TZVPD) on an isolated ion of composition C28H33N4S and charge +1.

Geometry as XYZ:
```
66
Properties=species:S:1:pos:R:3:forces:R:3:lowdin_charge:R:1
C -0.821660 -2.041673 0.628464 -0.73 -0.15 0.01 -0.0081
C -0.206486 -0.770970 0.001120 -0.54 -0.39 -0.98 -0.2729
C -1.337349 0.244871 -0.200327 -0.89 -0.18 -1.70 0.1261
N -1.734322 0.831255 -1.322517 1.05 -1.27 2.14 0.1005
C -2.998933 1.619494 -1.452997 -0.57 1.12 -0.76 -0.5072
C -3.235838 2.535306 -0.268093 0.21 0.25 0.02 -0.0090
C -4.244117 0.766220 -1.674670 -0.05 -0.31 -0.21 0.0028
N -2.797372 2.428480 -2.693566 0.97 -1.28 0.41 0.1181
C -1.755871 2.004423 -3.324841 -1.29 0.25 1.65 -0.5747
S -1.298573 2.624942 -4.876057 -0.74 0.51 -0.25 1.0157
C -2.927403 3.538872 -5.165483 0.55 -0.11 -0.50 -0.3789
C -2.813279 4.418269 -6.350565 0.37 0.86 -1.18 -0.2723
N -2.707627 5.110955 -7.282796 -0.24 -1.40 1.87 0.1623
C -0.987797 0.875061 -2.604430 0.30 0.37 -0.88 -0.4550
C -1.182027 -0.407029 -3.420485 -0.08 -0.24 -0.10 0.0051
C 0.488930 1.248660 -2.410903 0.00 -0.11 -0.09 0.0082
C 0.992818 -0.273224 0.764699 1.84 1.72 0.92 -0.2241
C 0.695033 0.589514 2.002843 -0.01 -0.44 -0.55 -0.1993
C 0.171821 0.070881 3.190003 -0.12 0.26 0.21 -0.0537
C -0.132750 0.951447 4.235140 -0.17 -0.19 0.04 -0.0633
C 0.096272 2.323141 4.117684 -0.03 -0.36 -0.30 -0.0709
C 0.711514 2.802734 2.966065 -0.08 0.33 0.15 -0.0746
C 1.007911 1.945791 1.921002 -0.07 -0.14 -0.13 -0.0429
C 1.990026 -1.367315 1.051238 0.37 -1.12 -0.82 -0.1088
C 2.323836 -2.323648 0.084054 -0.26 0.64 1.46 -0.0168
N 3.083338 -3.306415 0.659945 0.08 -0.10 0.22 -0.1048
C 3.586213 -4.492187 -0.000951 0.09 -0.14 -0.22 -0.0123
C 3.283203 -3.014305 2.003505 0.06 0.34 -0.65 -0.1666
C 3.977092 -3.775529 2.944323 -0.02 0.46 0.69 -0.0083
C 4.100858 -3.246011 4.239627 -0.01 -0.58 -0.95 -0.0772
C 3.617882 -1.958052 4.511005 -0.29 0.43 -0.27 -0.0795
C 2.945460 -1.201375 3.537923 0.21 0.07 0.81 -0.0291
C 2.692668 -1.747591 2.276029 -0.13 -0.77 -0.60 -0.1017
H -0.547825 -2.198513 1.681794 -0.15 0.30 -0.41 0.0897
H -1.917068 -2.000387 0.534461 0.17 -0.21 0.21 0.0861
H -0.502601 -2.935931 0.087870 0.03 0.21 0.02 0.0919
H 0.200280 -1.058480 -0.981598 -0.43 0.23 0.20 0.1048
H -2.054781 0.294548 0.633816 0.41 0.41 -0.30 0.1607
H -4.032005 3.227796 -0.563115 0.16 -0.16 0.19 0.1041
H -3.564459 1.966572 0.607962 0.08 0.19 -0.08 0.0904
H -2.338288 3.119714 -0.036782 -0.17 -0.11 0.05 0.0996
H -5.065484 1.461728 -1.894257 0.22 -0.24 0.11 0.1052
H -4.139241 0.099547 -2.540916 -0.01 0.12 0.29 0.0841
H -4.506531 0.187985 -0.780511 0.10 0.06 -0.19 0.0960
H -3.683805 2.761556 -5.355125 0.21 0.41 0.22 0.0940
H -3.158601 4.115989 -4.260935 0.06 -0.24 -0.40 0.0830
H -0.714086 -0.267908 -4.405488 -0.09 -0.07 0.31 0.0981
H -0.719343 -1.276561 -2.931455 -0.18 0.26 -0.15 0.0910
H -2.253802 -0.598123 -3.587348 0.41 -0.03 0.08 0.0944
H 0.816069 1.866973 -3.263347 0.00 -0.29 0.38 0.0846
H 0.615240 1.824345 -1.482465 0.08 -0.11 -0.37 0.0964
H 1.100090 0.335870 -2.382087 -0.02 0.39 0.07 0.0941
H 1.521172 0.412445 0.077488 -0.29 -0.02 0.22 0.1246
H 0.066371 -1.012058 3.343686 -0.08 0.61 -0.15 0.1201
H -0.560684 0.555523 5.156965 0.12 0.09 -0.23 0.1125
H -0.217391 3.004297 4.900433 0.19 -0.10 0.02 0.1087
H 0.958206 3.854320 2.866832 -0.06 -0.05 0.09 0.1091
H 1.516364 2.325136 1.029653 -0.22 -0.07 0.25 0.1153
H 2.032876 -2.363972 -0.966913 0.14 -0.17 0.40 0.1362
H 3.910913 -5.211564 0.762660 -0.21 0.19 -0.43 0.0820
H 2.785766 -4.934284 -0.606866 0.24 -0.04 0.15 0.0943
H 4.442959 -4.266288 -0.655186 -0.24 -0.03 0.25 0.1010
H 4.401195 -4.731445 2.649373 -0.01 0.15 0.34 0.0995
H 4.596051 -3.843053 5.012849 -0.17 0.37 -0.30 0.1088
H 3.781889 -1.545391 5.510188 -0.09 -0.01 -0.42 0.1063
H 2.647084 -0.175379 3.752377 0.04 -0.37 0.13 0.1066
```
Forces are in eV/Å.

Its electronic energy is -46360.406 eV. Its total charge is +1. The value obtained for the frontier orbital gap is 0.225 Ha.

***

Record 2
ORCA calculation (ωB97M-V/def2-TZVPD) on C28H33N6O3PSr as an isolated structure.

Geometry as XYZ:
```
72
Properties=species:S:1:pos:R:3:forces:R:3:lowdin_charge:R:1
Sr -0.327731 1.381551 0.304351 -0.14 -0.15 -0.23 1.2135
C -1.354282 2.998730 2.304816 0.02 0.12 0.11 -0.2508
C -1.865151 3.577005 1.124432 -0.02 0.04 0.02 -0.2384
C -2.855919 2.715347 0.611073 0.04 0.08 -0.06 -0.2334
C -2.953989 1.605421 1.469678 0.05 -0.03 0.07 -0.2471
C -2.022683 1.778294 2.520561 -0.11 -0.05 -0.01 -0.2435
H -0.585119 3.422707 2.935466 -0.02 -0.01 0.01 0.0889
H -1.565736 4.525596 0.700906 0.00 0.00 0.00 0.0893
H -3.458987 2.895737 -0.267991 0.01 -0.01 -0.01 0.0863
H -3.670774 0.802862 1.375495 -0.01 -0.02 -0.02 0.0655
H -1.876107 1.111110 3.359740 0.00 0.00 0.00 0.0849
N 1.446711 3.208768 -3.708606 0.00 -0.02 -0.02 0.0404
C 1.279940 3.306106 -2.385262 -0.03 -0.07 0.14 -0.1203
N 0.277948 2.537510 -2.017667 0.07 0.13 -0.09 0.0649
C -0.126108 1.970354 -3.182954 -0.08 -0.10 -0.08 -0.3264
N 0.554288 2.350312 -4.242561 0.06 0.04 0.02 0.1312
C -1.216215 0.980108 -3.220276 0.10 0.12 0.02 -0.1958
C -1.707672 0.452784 -4.412023 -0.02 0.02 0.06 -0.0602
N -2.693340 -0.433461 -4.422750 -0.01 -0.01 -0.04 0.0943
C -3.195483 -0.786001 -3.243291 -0.04 -0.03 0.13 -0.1121
C -2.705283 -0.272817 -2.051036 0.04 0.03 -0.11 -0.1121
N -1.707896 0.604919 -2.041058 0.08 -0.08 0.09 0.0877
H 2.134424 3.663962 -4.285178 -0.05 -0.05 -0.03 0.1594
H 1.901412 3.895204 -1.728490 0.00 0.03 0.02 0.1328
H -1.285977 0.760938 -5.359926 -0.01 -0.01 -0.02 0.1167
H -4.009076 -1.500815 -3.235253 0.00 -0.01 -0.06 0.1100
H -3.109956 -0.569379 -1.090079 -0.01 -0.01 -0.01 0.1055
C 2.584211 -2.201552 -1.583881 -0.03 0.06 0.01 -0.0667
C 3.841108 -1.880351 -1.089884 -0.03 -0.01 -0.01 -0.0630
C 4.041554 -0.631740 -0.537024 0.03 0.03 0.00 -0.0220
C 2.991133 0.291030 -0.476807 -0.02 0.15 -0.01 -0.2460
N 1.764159 -0.043990 -0.918241 0.07 0.01 0.14 0.0531
C 1.591265 -1.247457 -1.462260 -0.09 -0.07 -0.05 -0.1598
C 3.190188 1.669153 0.060384 -0.07 -0.14 -0.13 -0.2608
C 4.438451 2.266874 -0.154228 -0.04 0.04 0.03 -0.0738
C 4.669557 3.561272 0.279907 0.01 0.02 -0.01 -0.1136
C 3.651893 4.237854 0.941102 0.01 0.01 -0.01 -0.1179
C 2.422968 3.618336 1.142728 -0.06 0.04 0.01 -0.1719
C 2.115172 2.318996 0.703370 0.17 -0.07 0.07 -0.1916
H 2.369979 -3.159544 -2.036200 0.02 -0.02 -0.01 0.1028
H 4.652292 -2.596218 -1.132273 0.00 -0.01 0.00 0.1092
H 5.004651 -0.359897 -0.129571 0.01 -0.01 0.00 0.1102
H 0.588923 -1.456718 -1.824317 0.00 -0.01 0.01 0.0873
H 5.224362 1.741275 -0.685088 0.01 -0.02 -0.02 0.0964
H 5.626218 4.037262 0.104015 0.01 -0.01 0.00 0.0929
H 3.819473 5.248771 1.296435 0.00 0.01 0.00 0.0930
H 1.660714 4.196839 1.660945 -0.03 -0.01 0.02 0.0723
C -3.701220 -2.182359 3.980153 -0.08 0.01 0.06 -0.0680
C -3.279994 -2.093399 2.535868 0.09 0.06 -0.07 -0.2903
O -1.843325 -2.113511 2.488323 -0.02 -0.16 0.09 -0.2874
P -1.039907 -1.903448 1.110988 0.14 0.24 -0.09 0.7975
O -1.717759 -3.105783 0.260123 -0.02 -0.16 0.06 -0.2921
C -1.152670 -3.548073 -0.979419 -0.02 0.16 0.02 -0.3067
C -1.832840 -4.834632 -1.375667 -0.01 -0.07 -0.05 -0.0663
O 0.370680 -2.589211 1.497958 -0.02 0.09 0.03 -0.2800
C 1.411903 -1.731386 2.013674 -0.05 -0.09 -0.12 -0.2965
C 1.430596 -1.754118 3.521780 0.10 0.02 0.10 -0.0622
H -4.789859 -2.174936 4.047603 -0.01 0.00 0.00 0.0800
H -3.318346 -1.336016 4.549033 0.02 0.02 -0.02 0.0775
H -3.333997 -3.102159 4.433985 0.02 -0.01 -0.02 0.0802
H -3.638119 -1.167756 2.081160 -0.04 0.02 0.00 0.0878
H -3.657156 -2.936214 1.953978 -0.01 0.00 0.03 0.1118
H -0.076759 -3.686018 -0.852052 0.00 -0.06 0.00 0.1008
H -1.313165 -2.774120 -1.738376 0.03 -0.03 -0.03 0.0912
H -1.717421 -5.584284 -0.594013 0.01 0.01 0.02 0.0828
H -1.394173 -5.226471 -2.294157 0.01 0.02 -0.02 0.0798
H -2.897239 -4.675614 -1.547556 -0.01 0.02 0.03 0.0777
H 1.275218 -0.708929 1.644984 -0.01 0.01 0.02 0.0670
H 2.341506 -2.098173 1.579087 0.02 -0.02 0.06 0.1142
H 0.499168 -1.364851 3.932575 -0.03 -0.01 -0.03 0.0738
H 2.250375 -1.133121 3.886232 0.01 0.01 -0.01 0.0839
H 1.574994 -2.768465 3.892505 -0.02 -0.02 -0.02 0.0826
```
Forces are in eV/Å.

Its electronic energy is -54781.463 eV. The value obtained for the frontier orbital gap is 0.254 Ha.

***

Record 3
ORCA calculation (ωB97M-V/def2-TZVPD) on C28H34AuN7SSi2 as an isolated structure.

Geometry as XYZ:
```
73
Properties=species:S:1:pos:R:3:forces:R:3:lowdin_charge:R:1
Au 0.306126 0.483186 0.115321 -0.01 0.03 0.01 1.1495
S 5.311921 0.415890 5.841349 0.01 -0.04 0.04 1.1052
N 3.766138 0.858020 5.823786 0.02 0.03 0.00 -0.1926
C 3.342106 0.706838 4.579176 -0.01 -0.02 -0.03 -0.3005
C 2.003485 0.993987 4.104528 0.00 -0.01 0.02 -0.0609
C 0.984610 1.490017 4.922817 0.00 0.00 0.00 0.0565
C -0.254180 1.733298 4.375162 0.00 0.00 0.00 0.0058
C -0.456947 1.469632 3.024562 0.01 0.00 0.01 -0.1057
N 0.506126 1.000394 2.241608 0.01 0.01 0.01 -0.0056
C 1.729719 0.763286 2.756694 -0.01 -0.02 -0.02 -0.1333
C 2.764805 0.263503 1.848446 -0.01 0.02 -0.01 -0.1329
N 2.428238 0.088101 0.555668 -0.02 -0.01 0.00 -0.0047
C 3.339796 -0.328104 -0.312494 0.01 0.01 -0.01 -0.0901
C 4.647979 -0.614048 0.064514 0.00 0.01 0.01 0.0012
C 5.009926 -0.455283 1.383001 0.00 -0.01 -0.01 0.0540
C 4.057182 -0.002566 2.299849 0.01 0.01 0.01 -0.0617
C 4.339226 0.220378 3.703104 -0.03 -0.01 -0.01 -0.3008
N 5.503110 0.010608 4.297256 0.01 0.04 0.00 -0.1927
H 1.188816 1.673709 5.969679 0.00 0.00 0.00 0.1377
H -1.068828 2.117402 4.971915 0.00 0.00 0.00 0.1279
H -1.422977 1.629574 2.565478 0.00 -0.01 0.01 0.1052
H 3.017079 -0.426722 -1.340317 0.00 -0.01 0.01 0.1039
H 5.357677 -0.949719 -0.677623 0.00 0.00 0.00 0.1259
H 6.015146 -0.665083 1.724905 0.00 0.00 0.00 0.1375
C -2.788321 -4.131312 1.132724 0.01 0.02 0.01 -0.1605
Si -1.666426 -2.644331 1.042548 0.01 0.02 -0.01 0.4568
C 0.079725 -3.188239 0.611696 -0.02 0.03 -0.04 -0.1665
C -1.655184 -1.788621 2.704964 0.04 0.03 0.03 -0.1602
C -2.320332 -1.478034 -0.294632 0.04 0.01 -0.03 -0.1922
C -2.734148 -0.101880 -0.011020 0.01 0.02 0.05 -0.3650
C -4.087929 0.208859 0.185237 -0.03 0.01 -0.02 -0.0052
C -4.488890 1.514048 0.366589 -0.02 -0.01 0.00 -0.0100
C -3.538009 2.531900 0.344261 0.01 0.01 0.00 -0.0342
C -2.222530 2.176121 0.186712 0.02 0.02 -0.02 -0.1448
N -1.826238 0.896879 0.036846 -0.01 -0.16 0.00 -0.0323
Si -2.928154 -2.140331 -1.973531 -0.03 0.04 0.02 0.4764
C -1.848955 -3.563684 -2.536684 0.00 0.03 0.01 -0.1615
C -2.886514 -0.745799 -3.216910 0.03 0.02 -0.02 -0.1467
C -4.691403 -2.737041 -1.803020 0.01 -0.03 0.01 -0.1523
H -2.395111 -4.834656 1.870884 0.01 0.01 0.00 0.0488
H -2.863070 -4.662625 0.185053 -0.02 -0.03 -0.04 0.0232
H -3.795761 -3.855693 1.450184 -0.01 0.01 -0.02 0.0463
H 0.459576 -3.852867 1.391698 -0.01 0.00 0.00 0.0478
H 0.773173 -2.344141 0.540906 0.00 0.01 0.00 -0.0091
H 0.112074 -3.739611 -0.330094 0.00 -0.01 0.02 0.0229
H -1.625379 -2.546205 3.491674 0.00 0.00 0.00 0.0487
H -2.548690 -1.182573 2.872797 -0.01 -0.01 -0.01 0.0416
H -0.777247 -1.155177 2.837723 -0.02 -0.02 0.00 0.0010
H -4.809036 -0.596195 0.190328 0.00 -0.01 -0.02 0.1198
H -5.535607 1.745509 0.514755 0.00 0.00 0.00 0.1286
H -3.811254 3.570974 0.455841 0.01 0.00 0.00 0.1214
H -1.436017 2.921408 0.186814 -0.01 0.00 0.00 0.1158
H -0.782232 -3.360565 -2.440332 0.00 -0.01 -0.03 -0.0045
H -2.054698 -3.784199 -3.587225 -0.02 0.02 0.01 0.0475
H -2.060734 -4.473470 -1.975914 0.01 -0.05 0.03 0.0347
H -1.874091 -0.421865 -3.462729 0.00 0.02 0.01 0.0021
H -3.439933 0.129285 -2.867547 0.00 -0.01 0.00 0.0413
H -3.361827 -1.077145 -4.143504 0.00 0.01 0.00 0.0500
H -4.805921 -3.481899 -1.014605 -0.01 0.01 0.00 0.0326
H -4.990097 -3.205228 -2.744846 0.01 -0.01 0.00 0.0507
H -5.395714 -1.924926 -1.619120 0.01 0.02 0.01 0.0333
C 1.023258 -1.635875 -5.053501 0.01 0.01 0.00 0.0301
N 0.763780 -0.654482 -4.000254 0.01 0.00 0.00 -0.1022
C 0.553965 0.690306 -4.177160 -0.01 -0.03 -0.01 -0.0306
C 0.362799 1.218160 -2.939053 -0.02 -0.01 -0.01 -0.1066
N 0.456842 0.203835 -2.013909 0.05 0.04 -0.01 -0.0823
C 0.703330 -0.907982 -2.687444 -0.04 -0.03 0.00 -0.1738
H 0.581216 -1.279129 -5.979067 -0.01 0.00 0.00 0.1051
H 0.562728 -2.582901 -4.783764 0.01 0.00 0.01 0.0952
H 2.093747 -1.769197 -5.191676 0.00 0.01 0.00 0.1044
H 0.550617 1.144391 -5.152785 0.00 0.00 0.01 0.1396
H 0.160619 2.237583 -2.660338 0.00 -0.01 0.00 0.1140
H 0.834426 -1.888279 -2.259853 -0.01 0.01 0.02 0.1319
```
Forces are in eV/Å.

As for the spin multiplicity: 3. Its electronic energy is -70290.103 eV. Its total charge is +2. The value obtained for the frontier orbital gap (alpha / beta) is 0.276 / 0.291 Ha.